(1)
DFT (wB97M-V/def2-TZVPD) results for the ion C3H7N5 with charge +2.

Element x y z (Å)
C  0.04013  1.44833  -0.76799
N  0.11169  1.19670  0.70526
C  0.32109  -0.06265  0.92745
N  -0.36742  -1.15580  1.94266
N  -0.77661  -2.08375  1.14019
N  -0.51414  -2.00252  -0.06072
C  0.39986  -0.89712  -0.27025
N  -0.04997  0.07138  -1.37682
H  -0.68525  2.23927  -0.92015
H  0.98073  1.96823  -1.34609
H  -0.01762  2.07788  1.26769
H  -0.32194  -1.42256  2.91115
H  1.45530  -1.38858  -0.25109
H  -0.96961  -0.07394  -1.58401
H  0.39374  0.08512  -2.31726

The value obtained for the LUMO energy is -11.03 eV. The frontier orbital gap is 8.5 eV. As for the net charge: +2. The value obtained for the calculated total energy is -391.4261 Ha. Its energy relative to the best compared isomer or geometry (same formula, charge and spin) is 1.738 eV.

(2)
DFT (wB97M-V/def2-TZVPD) results for a cluster of 2 separate species, C3H7NO in total.

Element x y z (Å)
C  -0.79255  0.18086  0.27871
C  -2.23928  -0.28551  -0.11287
C  -3.35335  0.49689  0.42285
N  -4.29891  1.11094  0.75192
H  -0.69810  1.27154  0.14415
H  0.01619  -0.31445  -0.28452
H  -0.67007  -0.05342  1.34956
H  -2.37374  -1.33028  0.22747
H  -2.45942  -0.25382  -1.19729
O  5.78244  -0.62838  -0.42603
H  4.90705  -0.45893  -0.84224
H  6.17975  0.26455  -0.31171

The value obtained for the LUMO energy is 0.50 eV. The frontier orbital gap is 12.0 eV. The value obtained for the calculated total energy is -248.4811 Ha. Its energy relative to the best compared isomer or geometry (same formula, charge and spin) is 1.236 eV.

Question: Which formula does entry 2 have?
Answer: C3H7NO

Question: Which value of LUMO does entry 1 give?
Answer: -11.03 eV

Question: Look up the frontier orbital gap of the second one.
Answer: 12.0 eV

Question: Among the records above, which one has the highest calculated total energy?
Answer: C3H7NO